Entry from OMol25: a cluster of 10 separate species, C38H64Cl2O18S3 in total at a distorted geometry (ωB97M-V/def2-TZVPD).

XYZ file:
```
125
Properties=species:S:1:pos:R:3:lowdin_charge:R:1
O -4.010 4.367 -0.175 -0.32
S -3.763 4.890 -1.505 0.68
O -4.715 4.631 -2.535 -0.30
C -3.414 6.650 -1.256 -0.22
C -2.062 6.872 -1.908 -0.23
C -1.239 5.622 -1.561 -0.21
C -2.086 4.433 -1.971 -0.23
H -3.330 6.858 -0.192 0.11
H -4.239 7.205 -1.697 0.10
H -2.194 6.926 -2.997 0.12
H -1.554 7.794 -1.632 0.11
H -1.157 5.652 -0.470 0.12
H -0.264 5.598 -2.040 0.12
H -1.799 3.496 -1.507 0.09
H -2.125 4.349 -3.060 0.09
O 2.117 -0.800 6.771 -0.32
S 3.026 -0.896 5.659 0.68
O 3.489 0.308 4.995 -0.35
C 4.498 -1.876 6.052 -0.21
C 4.544 -2.893 4.932 -0.24
C 3.137 -3.303 4.561 -0.22
C 2.359 -2.006 4.399 -0.22
H 4.316 -2.297 7.040 0.11
H 5.331 -1.180 6.078 0.10
H 5.118 -2.482 4.089 0.12
H 5.201 -3.751 5.114 0.12
H 2.674 -3.972 5.290 0.13
H 3.098 -3.878 3.635 0.11
H 1.271 -1.990 4.423 0.10
H 2.577 -1.530 3.439 0.09
O -2.885 2.922 -4.982 -0.32
S -3.146 1.740 -4.214 0.67
O -2.350 1.406 -3.056 -0.33
C -4.895 1.702 -3.783 -0.22
C -5.301 0.264 -3.992 -0.22
C -4.635 -0.245 -5.273 -0.21
C -3.202 0.323 -5.315 -0.21
H -5.335 2.399 -4.498 0.12
H -5.097 2.120 -2.799 0.08
H -5.043 -0.411 -3.172 0.12
H -6.391 0.191 -4.041 0.12
H -5.188 0.075 -6.160 0.11
H -4.670 -1.331 -5.369 0.11
H -3.007 0.654 -6.335 0.10
H -2.394 -0.370 -5.088 0.10
O -0.836 -5.365 4.415 0.13
C -0.611 -5.009 3.300 -0.48
C -1.489 -5.164 2.063 -0.07
C -0.902 -4.128 1.115 -0.14
C 0.562 -4.105 1.568 -0.16
O 0.503 -4.306 2.976 0.01
H -1.483 -6.197 1.719 0.13
H -2.509 -4.931 2.366 0.13
H -0.947 -4.352 0.050 0.09
H -1.328 -3.139 1.283 0.12
H 1.194 -4.838 1.060 0.13
H 1.013 -3.136 1.349 0.10
O 6.255 -2.454 -5.997 0.13
C 5.436 -2.821 -5.211 -0.47
C 5.655 -3.352 -3.801 -0.06
C 4.314 -3.078 -3.117 -0.15
C 3.331 -2.891 -4.266 -0.17
O 4.108 -2.659 -5.441 0.03
H 5.877 -4.417 -3.757 0.12
H 6.452 -2.764 -3.356 0.12
H 3.994 -3.800 -2.365 0.11
H 4.419 -2.169 -2.518 0.11
H 2.685 -3.752 -4.454 0.10
H 2.660 -2.047 -4.107 0.11
O -0.249 3.748 1.858 0.10
C -0.135 3.248 2.940 -0.48
C 0.971 3.426 3.971 -0.06
C 0.795 2.199 4.863 -0.14
C -0.723 2.005 4.779 -0.13
O -1.046 2.366 3.416 0.00
H 1.898 3.570 3.426 0.10
H 0.728 4.327 4.538 0.13
H 1.282 1.292 4.527 0.09
H 1.100 2.441 5.879 0.12
H -0.972 0.952 4.887 0.13
H -1.299 2.634 5.456 0.13
O -6.398 1.343 -0.594 0.11
C -5.574 1.430 0.273 -0.49
C -4.184 0.785 0.266 -0.07
C -3.564 1.432 1.492 -0.18
C -4.766 1.542 2.398 -0.13
O -5.824 1.946 1.494 0.03
H -4.289 -0.297 0.386 0.13
H -3.704 0.991 -0.691 0.10
H -2.692 0.961 1.941 0.10
H -3.255 2.443 1.210 0.11
H -5.114 0.567 2.755 0.13
H -4.646 2.229 3.229 0.13
O 4.362 0.673 -1.030 0.11
C 4.364 1.030 0.111 -0.48
C 3.418 1.996 0.833 -0.05
C 4.290 2.460 1.995 -0.14
C 5.147 1.228 2.273 -0.13
O 5.325 0.617 0.967 0.02
H 3.271 2.761 0.068 0.13
H 2.473 1.561 1.146 0.11
H 4.930 3.287 1.679 0.12
H 3.773 2.791 2.891 0.10
H 6.132 1.444 2.673 0.13
H 4.623 0.481 2.866 0.10
O 0.898 -0.544 1.835 0.09
C 0.763 -0.346 0.654 -0.50
C -0.215 0.619 0.010 -0.05
C 0.017 0.421 -1.475 -0.14
C 1.302 -0.433 -1.562 -0.15
O 1.536 -0.964 -0.253 0.03
H -1.210 0.352 0.361 0.11
H 0.004 1.600 0.440 0.12
H -0.817 -0.104 -1.937 0.09
H 0.122 1.316 -2.083 0.11
H 1.140 -1.190 -2.323 0.06
H 2.118 0.220 -1.866 0.11
Cl -0.055 -3.657 -2.824 0.58
C -0.116 -4.863 -4.154 -0.64
C -1.206 -5.872 -3.898 -0.70
Cl -2.804 -5.175 -4.120 0.58
H 0.862 -5.331 -4.226 0.07
H -0.302 -4.282 -5.053 0.07
H -1.044 -6.303 -2.909 0.07
H -1.062 -6.732 -4.555 0.08
```

Largest force on an atom ... 2.50 eV/A
HOMO-LUMO gap ... 9.878 eV
SMILES string ... O=S1(=O)CCCC1.O=S1(=O)CCCC1.O=S1(=O)CCCC1.O=C1CCCO1.O=C1CCCO1.O=C1CCCO1.O=C1CCCO1.O=C1CCCO1.O=C1CCCO1.ClCCCl
Multiplicity ... 1